Entry A
C31H57BCl2F2N6O6P | ωB97M-V/def2-TZVPD

Summary:
Frontier orbital gap (eV): 7.1
E_HOMO (eV): -10.54

```
! RIJCOSX wB97M-V def2-TZVPD def2/J DEFGRID3
* xyz 1 1
O -1.371 3.354 -3.748
C 3.868 -1.874 -5.313
C 5.837 -2.234 -4.144
H 2.230 -1.555 -2.760
C -1.642 -2.229 -1.727
H -2.047 -1.442 -3.710
H 6.522 -2.771 -2.167
H -2.988 -4.095 -2.934
C 1.400 -2.018 -4.632
H -4.034 1.603 4.539
H 5.646 -3.305 -4.225
H -0.819 2.896 -5.631
C 0.244 0.275 1.935
C 0.442 -0.341 -3.050
H -1.778 1.921 -1.838
C 6.621 -1.954 -2.874
C 0.131 3.221 -0.657
H -1.708 2.628 4.824
H 3.762 -2.960 -5.376
H -0.562 5.183 -0.133
O 2.055 -0.211 3.643
H -3.018 -3.534 -4.480
N -1.189 -0.877 0.239
H -2.218 -0.048 7.480
H -0.557 3.300 6.717
H -0.625 0.551 2.545
H -2.059 0.756 -3.185
O 0.759 -2.075 2.967
H 4.344 -0.543 0.699
H 0.454 -1.892 -5.154
N 0.160 2.052 -0.142
H -2.785 3.286 7.761
H -0.475 -0.111 7.664
H -1.218 -2.064 6.413
C -4.020 -0.710 -1.997
H -2.379 1.869 8.739
O -4.565 0.517 0.195
H -0.972 -2.806 -3.726
Cl 1.584 -2.314 -0.046
C -1.302 2.339 -4.846
H -3.790 0.717 6.036
C -1.335 1.236 -2.545
C -3.449 0.576 -0.197
H 0.824 1.186 1.866
C -0.654 2.201 -3.534
C -0.417 0.180 -1.864
H -1.741 -1.332 2.660
H -1.775 0.948 4.394
H -0.266 -1.025 5.341
H -2.458 -2.748 -1.237
C 1.221 -1.668 -3.140
H 6.451 -1.971 -5.008
H 0.041 2.125 7.851
H 0.420 2.267 -3.539
C 2.488 -0.852 -0.283
H 0.565 -2.336 3.875
H 4.444 -0.659 -1.046
H -1.301 3.898 0.785
C 1.886 0.327 -0.484
N -3.364 -2.478 1.288
H 2.631 -0.237 -4.845
H -3.829 2.482 6.042
C 0.364 0.678 -0.593
O -4.457 -0.109 -2.904
H -0.208 -0.322 -3.915
F -4.513 -1.840 -1.588
H -1.580 3.408 9.027
N -1.078 1.332 6.310
C -0.844 2.401 7.270
C -1.857 -2.407 -3.240
H 1.221 0.407 -3.164
C 1.151 3.894 -1.526
H -1.012 -3.066 1.430
C -3.491 1.610 5.486
H 1.662 3.223 -2.200
H 1.916 4.308 -0.873
N -2.937 -0.230 -1.191
C -0.252 -0.052 0.601
Cl 2.972 1.663 -0.527
H -0.761 -2.787 -1.431
P -1.900 -1.990 1.434
C -0.936 4.165 -0.200
C -1.970 2.752 8.247
F -2.589 1.458 0.267
H -1.735 4.177 -0.938
C -1.270 0.032 6.929
C -1.565 -0.795 -1.218
N -3.010 -3.264 -3.508
H 0.701 4.680 -2.119
H 0.773 -2.525 -2.663
H 7.672 -1.821 -3.102
C 3.956 -1.070 -0.170
H -2.040 -1.064 5.222
O 4.618 -1.514 -4.169
C -1.982 1.645 5.216
B 1.050 -0.744 2.873
H 6.267 -1.050 -2.396
H -3.889 -2.112 0.505
H 4.419 -1.571 -6.207
H -2.305 1.961 -4.966
C -1.198 -1.094 5.916
C 2.503 -1.205 -5.326
H 2.236 -1.024 -6.362
H 1.710 0.427 4.283
H 4.182 -2.124 -0.103
H 1.688 -3.065 -4.696
*
```

Entry B
C31H57BCl2F2N6O6P | ωB97M-V/def2-TZVPD

Summary:
Frontier orbital gap (eV): 5.9
E_HOMO (eV): -10.33

```
! RIJCOSX wB97M-V def2-TZVPD def2/J DEFGRID3
* xyz 1 1
N -0.559 -1.715 -1.204
B -2.069 -0.202 2.629
C 3.071 -1.495 0.335
C -0.487 4.029 -4.820
H -1.068 3.217 -2.347
C -2.293 1.615 -0.438
P 1.480 0.493 2.590
H -0.222 1.356 -3.478
H -5.341 3.941 -2.763
H 0.108 -4.648 -2.894
H -2.149 5.297 -5.807
C -0.876 -6.545 6.757
C 2.730 -0.237 -5.494
H -2.625 -5.421 6.274
H -1.245 -1.646 5.358
H -4.350 5.806 -4.936
H 0.064 4.238 -5.846
C 3.214 3.142 -1.088
C -1.817 0.351 -1.102
H -2.298 -2.997 -3.666
H -1.679 0.778 4.395
H 4.874 4.432 -1.291
H -1.472 6.056 -4.212
H 3.437 2.468 -2.048
C 0.561 -3.742 -2.260
H 0.329 -0.367 -4.595
F 5.383 1.037 0.511
H 0.648 -4.186 -1.155
H 0.497 3.655 -1.345
C -5.243 5.109 -2.939
O -3.473 -0.679 2.898
C -1.661 -5.653 5.803
H -1.531 -7.333 7.141
C 0.125 3.167 -2.324
H -0.617 -2.854 -4.619
H -1.781 -3.383 7.077
C 1.978 0.724 -0.399
C -1.279 -2.418 -3.735
O 2.275 -1.758 -5.057
H -1.563 -1.312 -4.078
H -6.235 5.488 -3.475
Cl -3.285 -0.455 -1.996
H -3.978 3.238 -0.072
H 0.905 -0.599 3.390
N 3.127 -0.170 -0.300
C -1.796 5.030 -4.698
H -1.923 -6.235 4.910
C -1.155 -1.062 1.601
H -0.079 -3.804 7.201
H 3.053 0.231 -2.881
C 4.518 0.240 -0.438
H -0.545 -1.837 2.279
H -0.487 -5.997 7.619
H -0.479 -1.367 6.929
H -0.215 -5.209 3.644
H 0.426 5.326 -3.147
F 2.084 -2.588 0.224
C -0.500 -2.034 6.060
O 5.224 -0.197 -1.521
N 4.557 3.712 -0.584
H 1.698 -4.383 5.905
O 4.141 -1.823 1.121
H 1.692 4.088 -3.854
C 0.066 -4.514 4.446
H 2.624 4.073 -1.481
C -3.928 5.495 -3.869
C 1.426 -4.930 4.997
H -5.138 5.629 -1.894
H -4.150 2.272 -1.714
H 3.572 0.478 2.200
H 3.163 2.209 0.971
H -0.047 -7.044 6.255
H 4.446 4.131 0.366
C -0.305 -0.290 -1.024
N -1.042 -4.388 5.394
N 1.157 0.300 0.851
H -3.456 6.477 -3.406
C 0.571 4.231 -3.540
C -0.067 -0.354 0.647
C -0.849 -3.452 6.504
C 0.664 1.725 -2.762
H -3.316 -1.547 3.415
O -2.938 4.399 -3.962
C 2.061 -0.336 -2.628
C -0.474 -2.414 -2.287
N 3.005 0.603 3.058
C 0.975 0.517 -1.747
H 2.422 -0.392 -6.618
H 0.825 1.749 2.985
H 1.663 1.951 -3.379
H -0.933 2.926 -4.858
C -3.864 2.184 -0.567
H -4.603 1.400 -0.086
H 1.469 -6.000 5.211
H 3.862 -0.205 -5.116
H 2.184 -1.461 -2.331
C 2.430 2.230 0.027
C 1.522 -0.612 -4.299
H 1.539 2.926 0.415
H 0.486 -1.984 5.588
H -1.920 -1.769 1.014
O -1.680 1.003 3.410
Cl -1.234 2.656 0.634
H 2.202 -4.723 4.252
H 0.189 -3.552 3.934
H 1.597 -3.509 -2.750
*
```

Most favorable structure: entry A. The second most favorable one is 454.1 kcal/mol above it.

Entry A
C3H3IN2O | ωB97M-V/def2-TZVPD

Summary:
<S²>: 2.0387
Frontier orbital gap (alpha / beta) (eV): 7.5 / 6.9
E_HOMO (alpha / beta) (eV): -7.04 / -8.80

```
! RIJCOSX wB97M-V def2-TZVPD def2/J DEFGRID3
* xyz 0 3
I -2.816 -1.533 -0.210
H 1.482 -0.851 1.091
N -0.252 2.435 -0.248
O -2.204 1.359 0.252
H 2.359 -0.761 -0.305
H 1.044 -1.800 -0.034
C -1.828 0.277 0.103
C 0.506 0.232 -0.440
N 0.369 1.451 -0.268
C 1.338 -0.809 0.060
*
```

Entry B
C3H3IN2O | ωB97M-V/def2-TZVPD

Summary:
<S²>: 2.0144
Frontier orbital gap (alpha / beta) (eV): 5.9 / 6.8
E_HOMO (alpha / beta) (eV): -5.44 / -9.53

```
! RIJCOSX wB97M-V def2-TZVPD def2/J DEFGRID3
* xyz 0 3
O 1.262 0.322 1.424
C 0.374 -0.227 -1.378
C -0.578 -1.057 -1.052
N 1.282 0.430 -1.739
H -1.556 -0.609 -0.724
I -0.154 -2.956 -0.296
H -1.556 1.623 1.641
N -0.969 0.870 1.645
H 1.713 0.916 -0.950
C 0.183 0.688 1.429
*
```

Most favorable structure: entry B. The second most favorable one is 24.8 kcal/mol above it.

Entry A
H3PS2 | ωB97M-V/def2-TZVPD

Summary:
Frontier orbital gap (alpha / beta) (eV): 7.4 / 6.9
E_HOMO (alpha / beta) (eV): -9.68 / -9.18

```
! RIJCOSX wB97M-V def2-TZVPD def2/J DEFGRID3
* xyz 0 1
H -0.969 -0.439 -1.723
H 1.213 -0.253 1.471
P 0.257 0.214 0.679
H 1.145 0.745 -0.192
S -0.516 -1.678 -1.576
S -1.130 1.411 1.341
*
```

Entry B
H3PS2 | ωB97M-V/def2-TZVPD

Summary:
Structure (SMILES): P=S.S
Frontier orbital gap (eV): 7.2
E_HOMO (eV): -8.95

```
! RIJCOSX wB97M-V def2-TZVPD def2/J DEFGRID3
* xyz 0 1
H -3.651 -0.659 -1.110
P 1.806 0.065 0.073
H -4.835 -0.575 0.300
S -3.667 -0.077 0.139
H 1.886 -0.625 1.317
S -0.163 0.408 0.191
*
```

Most favorable structure: entry B. The second most favorable one is 25.9 kcal/mol above it.

Entry A
C2H4BrN | ωB97M-V/def2-TZVPD

Summary:
Structure (SMILES): CC#N.Br
Frontier orbital gap (eV): 11.8
E_HOMO (eV): -11.39

```
! RIJCOSX wB97M-V def2-TZVPD def2/J DEFGRID3
* xyz 0 1
Br 1.380 -1.703 1.896
H -0.068 0.168 -1.760
C -0.794 1.410 -0.223
C -0.122 0.248 -0.677
H -0.340 -0.604 -0.067
N -1.398 2.337 0.037
H 0.948 0.453 -0.280
H 0.395 -2.309 1.074
*
```

Entry B
C2H4BrN | ωB97M-V/def2-TZVPD

Summary:
Structure (SMILES): C1=NC1.Br
Frontier orbital gap (eV): 11.2
E_HOMO (eV): -10.50

```
! RIJCOSX wB97M-V def2-TZVPD def2/J DEFGRID3
* xyz 0 1
H 1.608 -0.139 -0.047
N -0.491 1.253 0.247
Br 2.865 -0.245 -0.012
H -0.406 -0.286 -1.412
C -0.303 0.122 0.734
H -0.108 -0.502 1.639
C -1.019 -0.008 -0.508
H -2.146 -0.196 -0.641
*
```

Most favorable structure: entry A. The second most favorable one is 56.8 kcal/mol above it.

Entry A
H2O4S3 | ωB97M-V/def2-TZVPD

Summary:
Frontier orbital gap (eV): 9.5
E_HOMO (eV): -9.75

```
! RIJCOSX wB97M-V def2-TZVPD def2/J DEFGRID3
* xyz 0 1
O 1.348 -1.223 -0.535
O 1.116 -0.064 1.645
S 0.558 -1.166 0.908
H -1.295 1.369 0.049
O -0.944 -0.714 0.420
H 2.031 0.870 0.093
S -1.665 0.274 -0.799
O -3.104 0.486 -0.602
S 1.955 0.168 -1.179
*
```

Entry B
H2O4S3 | ωB97M-V/def2-TZVPD

Summary:
Frontier orbital gap (eV): 9.1
E_HOMO (eV): -9.34

```
! RIJCOSX wB97M-V def2-TZVPD def2/J DEFGRID3
* xyz 0 1
H 1.367 1.358 0.225
S -0.005 -0.862 -0.405
S 1.785 -2.020 -0.783
O 0.012 -0.407 0.961
H -1.815 -2.205 0.431
O 1.437 1.267 -0.698
S 2.933 0.599 -1.089
O 2.682 -0.812 -0.175
O -1.263 -1.962 -0.317
*
```

Most favorable structure: entry B. The second most favorable one is 3.4 kcal/mol above it.

Entry A
C9H10O | ωB97M-V/def2-TZVPD

Summary:
Structure (SMILES): CO[C@@H]1c2ccc(C)cc21
Frontier orbital gap (eV): 9.9
E_HOMO (eV): -8.91

```
! RIJCOSX wB97M-V def2-TZVPD def2/J DEFGRID3
* xyz 0 1
O 2.859 0.444 -1.121
C 0.781 -0.057 0.324
C 2.298 -0.224 -0.088
H 2.934 2.175 -2.048
C -1.062 -1.833 -0.316
C 0.243 -2.166 -0.706
H -3.611 -0.606 0.085
C -1.413 -0.727 0.452
C 2.603 1.890 -1.100
H -1.894 -2.560 -0.341
C -2.865 -0.517 0.826
C 1.144 -1.197 -0.366
C -0.461 0.309 0.765
H -0.625 1.342 1.214
H 0.413 -3.164 -1.263
H -2.908 -1.283 1.551
H 3.031 -0.502 0.588
H 1.578 2.185 -0.840
H -2.917 0.473 1.471
H 3.265 2.478 -0.384
*
```

Entry B
C9H10O | ωB97M-V/def2-TZVPD

Summary:
Structure (SMILES): C[C@]12C(=O)[C@]3(C)[C@@H]4[C@H]1[C@H]2[C@@H]43
Frontier orbital gap (eV): 9.4
E_HOMO (eV): -8.39

```
! RIJCOSX wB97M-V def2-TZVPD def2/J DEFGRID3
* xyz 0 1
C 0.556 1.170 0.073
C -0.999 0.596 -0.322
H 2.328 0.188 -1.120
H -2.113 -2.167 -1.337
C -0.807 -0.816 -0.118
H 1.841 0.118 1.835
C 0.600 -1.195 -0.646
H -0.062 2.968 0.560
H 1.779 2.904 0.705
C -1.958 -1.776 -0.286
C 0.782 2.633 0.108
C 0.286 -1.130 0.849
H 0.137 -1.970 1.549
H 0.691 2.983 -0.911
H -2.793 -1.168 0.202
C 1.458 0.097 -0.513
C 1.191 0.152 0.972
H -1.702 -2.768 0.222
O -1.923 1.284 -0.601
H 0.708 -2.105 -1.220
*
```

Most favorable structure: entry B. The second most favorable one is 7.0 kcal/mol above it.

Entry A
C2H4Si | ωB97M-V/def2-TZVPD

Summary:
Frontier orbital gap (eV): 7.4
E_HOMO (eV): -8.52

```
! RIJCOSX wB97M-V def2-TZVPD def2/J DEFGRID3
* xyz 0 1
H -1.046 2.447 -2.269
H 1.651 -1.502 2.408
Si 0.308 -1.073 3.113
C -0.041 0.471 -1.767
H 0.669 -0.332 -1.649
C -0.663 1.485 -1.990
H -0.877 -1.495 2.153
*
```

Entry B
C2H4Si | ωB97M-V/def2-TZVPD

Summary:
Structure (SMILES): C#C[SiH3]
Frontier orbital gap (eV): 11.1
E_HOMO (eV): -10.30

```
! RIJCOSX wB97M-V def2-TZVPD def2/J DEFGRID3
* xyz 0 1
C 1.130 0.124 -0.199
C 2.371 -0.063 0.120
H -1.391 1.107 0.153
Si -0.716 -0.161 -0.003
H -0.989 -0.992 1.240
H -1.519 -1.089 -0.903
H 3.398 -0.045 0.408
*
```

Most favorable structure: entry B. The second most favorable one is 52.5 kcal/mol above it.

Entry A
C2H3ClF2S | ωB97M-V/def2-TZVPD

Summary:
Frontier orbital gap (alpha / beta) (eV): 9.9 / 6.1
E_HOMO (alpha / beta) (eV): -9.71 / -7.26

```
! RIJCOSX wB97M-V def2-TZVPD def2/J DEFGRID3
* xyz 0 1
F -2.211 0.961 -0.985
S 1.346 -1.368 -0.089
Cl -1.628 -1.319 0.024
F -2.276 0.865 1.194
C -1.608 0.421 0.103
H 1.208 -1.278 1.243
H 1.793 0.514 -1.439
C 1.673 0.234 -0.413
H 1.704 0.971 0.363
*
```

Entry B
C2H3ClF2S | ωB97M-V/def2-TZVPD

Summary:
Structure (SMILES): FC(F)[C@H](S)Cl
Frontier orbital gap (eV): 10.4
E_HOMO (eV): -9.83

```
! RIJCOSX wB97M-V def2-TZVPD def2/J DEFGRID3
* xyz 0 1
H 0.225 -1.412 -0.487
F 1.885 0.122 0.937
S -0.366 0.533 -1.685
F 0.564 1.807 0.739
Cl -1.813 -0.823 0.455
C 0.579 0.419 0.869
C -0.196 -0.466 -0.231
H -1.127 -0.330 -2.412
H 0.248 0.149 1.813
*
```

Entry C
C2H3ClF2S | ωB97M-V/def2-TZVPD

Summary:
Structure (SMILES): F[C@@]1(Cl)CS1.F
Frontier orbital gap (eV): 10.2
E_HOMO (eV): -9.79

```
! RIJCOSX wB97M-V def2-TZVPD def2/J DEFGRID3
* xyz 0 1
H -0.798 1.712 0.725
H 2.318 -1.339 0.221
F 1.019 -0.147 -1.255
H -1.667 0.490 -0.290
Cl 1.918 1.572 0.379
S -0.002 -0.483 1.266
F 2.783 -2.008 -0.249
C 0.675 0.453 -0.149
C -0.709 0.836 0.227
*
```

Most favorable structure: entry B. The second most favorable one is 15.9 kcal/mol above it.

Entry A
C7H13F | ωB97M-V/def2-TZVPD

Summary:
Structure (SMILES): CC(C)=C(C)CCF
Frontier orbital gap (eV): 9.6
E_HOMO (eV): -8.60

```
! RIJCOSX wB97M-V def2-TZVPD def2/J DEFGRID3
* xyz 0 1
H 1.995 0.876 1.377
H 1.291 -0.814 1.264
H -2.574 -0.498 -1.282
C 2.283 -0.216 -0.544
H 0.338 -2.246 0.078
C -0.059 2.098 0.059
H 0.629 2.339 -0.825
H -3.088 -0.589 0.391
H -1.263 -2.216 -0.711
C 0.045 0.570 0.302
H 2.251 0.577 -1.294
F 3.590 -0.424 -0.093
H -1.242 -2.253 1.158
C -2.381 -0.045 -0.321
H -1.101 2.350 -0.327
H 0.313 2.726 0.987
C -0.752 -1.797 0.242
H -2.584 1.041 -0.388
C -0.967 -0.367 0.121
H 1.876 -1.240 -0.910
C 1.400 0.129 0.714
*
```

Entry B
C7H13F | ωB97M-V/def2-TZVPD

Summary:
Frontier orbital gap (alpha / beta) (eV): 7.9 / 7.7
E_HOMO (alpha / beta) (eV): -7.64 / -7.43

```
! RIJCOSX wB97M-V def2-TZVPD def2/J DEFGRID3
* xyz 0 1
H -0.672 2.357 2.062
H 0.755 0.254 2.564
H -1.757 -0.252 0.890
H -2.061 1.479 2.712
H -2.135 2.187 1.092
H 0.301 -1.290 1.846
H -0.688 -0.588 3.137
H 2.169 -0.281 -3.003
C -0.088 -0.363 2.258
C -0.054 0.712 0.052
H 0.300 -2.282 -0.471
H 1.927 -2.020 -1.151
C 1.166 0.117 -2.811
H 0.563 -0.027 -3.712
H 1.209 1.187 -2.631
H 0.623 -2.585 -2.185
C 0.447 -0.570 -1.737
C 0.853 -1.928 -1.339
C -1.490 1.684 1.810
C -0.925 0.386 1.216
F -0.445 1.822 -0.597
*
```

Most favorable structure: entry A. The second most favorable one is 100.3 kcal/mol above it.

Entry A
C2H2OS | ωB97M-V/def2-TZVPD

Summary:
Structure (SMILES): C#COS
Frontier orbital gap (eV): 10.1
E_HOMO (eV): -9.93

```
! RIJCOSX wB97M-V def2-TZVPD def2/J DEFGRID3
* xyz 0 1
S 0.417 -1.650 1.133
C -0.001 0.651 -0.125
H 0.764 -2.227 0.063
C -0.771 1.488 -0.462
O 0.937 -0.208 0.517
H -1.346 1.946 -1.126
*
```

Entry B
C2H2OS | ωB97M-V/def2-TZVPD

Summary:
Frontier orbital gap (eV): 8.4
E_HOMO (eV): -9.30

```
! RIJCOSX wB97M-V def2-TZVPD def2/J DEFGRID3
* xyz 0 1
C 0.416 -0.166 -0.648
S -1.308 1.623 0.880
H 0.039 -0.783 1.276
O 1.573 -0.346 -0.972
H -0.411 -0.886 -0.925
C -0.309 0.557 0.388
*
```

Most favorable structure: entry B. The second most favorable one is 5.3 kcal/mol above it.